## A
19
Properties=species:S:1:pos:R:3 method="wB97M-V/def2-TZVPD" charge=-1 homo_lumo_gap_ev=6.423
C 1.40 -1.63 -0.49
O 1.88 -1.89 0.75
C 0.32 -0.47 -0.41
C 1.02 0.83 -0.03
C -0.02 2.08 0.04
N -0.58 -0.87 0.73
H 0.75 -2.48 -0.88
H 2.28 -1.56 -1.16
H -0.35 -0.62 -1.26
H 1.74 1.13 -0.79
H 1.34 0.74 0.99
H -0.75 1.99 -0.75
H -0.44 1.87 1.03
H 0.53 3.02 0.01
H -0.13 -0.58 1.58
H -0.59 -1.89 0.73
H -2.94 0.64 -0.59
H -2.31 -0.42 0.33
O -3.15 0.11 0.17

---

## B
19
Properties=species:S:1:pos:R:3 method="wB97M-V/def2-TZVPD" charge=-1 homo_lumo_gap_ev=6.074
C -0.76 -0.44 1.60
C 0.11 0.71 1.24
N 1.27 0.36 0.42
C 0.86 0.20 -1.00
C 0.90 -1.40 -1.27
O 2.06 -1.89 -0.82
H -1.15 -0.82 0.64
H -0.30 -1.11 2.20
H -1.69 -0.04 2.01
H 0.52 1.17 2.22
H -0.45 1.55 0.82
H 1.51 -0.66 0.70
H -0.16 0.40 -1.13
H 1.61 0.53 -1.67
H 0.57 -1.61 -2.27
H 0.13 -1.64 -0.56
H -1.29 1.89 -1.66
H -1.64 1.23 -0.27
O -2.09 1.57 -1.20

---

## C
19
Properties=species:S:1:pos:R:3 method="wB97M-V/def2-TZVPD" charge=-1 homo_lumo_gap_ev=6.856
C 1.01 1.24 1.13
C 0.68 1.96 -0.20
N 0.41 1.10 -1.34
C -0.65 0.11 -1.13
C -0.04 -1.22 -0.56
O 1.24 -1.40 -0.90
H 1.45 1.95 1.84
H 0.11 0.81 1.57
H 1.71 0.43 0.95
H 1.54 2.58 -0.46
H -0.18 2.62 -0.03
H 1.23 0.48 -1.46
H -1.43 0.51 -0.47
H -1.13 -0.07 -2.10
H -0.72 -2.04 -0.89
H -0.19 -1.17 0.56
H -1.45 -1.65 1.75
H -2.54 -0.65 1.99
O -2.22 -1.50 2.33

---

Top of the stability list: C, leading by 0.0147 hartree.

---

## A
16
Properties=species:S:1:pos:R:3 method="wB97M-V/def2-TZVPD" charge=0 homo_lumo_gap_ev=9.950
N 1.60 1.36 -0.57
C 2.07 0.89 -1.74
O 1.44 0.14 -2.45
H 2.11 1.66 0.23
H 0.65 1.08 -0.27
H 3.10 1.22 -1.96
C -1.81 -0.49 -0.37
N -0.60 -0.32 0.42
C -0.55 -0.66 1.83
H -2.08 -1.56 -0.37
H -2.65 0.08 0.05
H -1.70 -0.14 -1.39
H 0.08 -0.91 -0.03
H 0.48 -0.77 2.12
H -1.08 -1.62 2.02
H -1.06 0.05 2.48

---

## B
16
Properties=species:S:1:pos:R:3 method="wB97M-V/def2-TZVPD" charge=0 homo_lumo_gap_ev=9.835
N -1.10 -1.67 1.08
C -0.44 -0.46 1.55
N -0.53 0.55 0.52
C 0.12 0.16 -0.69
C 0.64 1.24 -1.69
O 1.93 1.62 -1.16
H -1.57 -2.35 1.69
H -0.43 -2.15 0.45
H 0.66 -0.66 1.97
H -1.11 -0.05 2.42
H -1.42 0.94 0.59
H -0.36 -0.59 -1.31
H 0.85 -0.65 -0.53
H -0.02 2.07 -1.76
H 0.72 0.95 -2.75
H 2.06 1.06 -0.38

---

## C
16
Properties=species:S:1:pos:R:3 method="wB97M-V/def2-TZVPD" charge=0 homo_lumo_gap_ev=8.771
C -0.57 -1.05 0.41
C 2.67 0.01 -0.04
C -1.77 1.18 0.06
N 0.56 -0.93 -0.44
N -1.56 -0.20 -0.42
O 1.28 0.27 0.03
H -0.44 -0.35 -1.18
H -2.46 -0.66 -0.59
H -0.95 -2.08 0.38
H -0.45 -0.66 1.42
H 2.95 -0.82 0.62
H 3.16 0.93 0.30
H 2.99 -0.22 -1.06
H -2.28 1.21 1.02
H -0.78 1.63 0.17
H -2.35 1.74 -0.67

---

Top of the stability list: A, leading by 0.0633 hartree.

---

## A
16
Properties=species:S:1:pos:R:3 method="wB97M-V/def2-TZVPD" charge=0 homo_lumo_gap_ev=9.744
N -3.13 -0.55 1.23
C -2.21 -0.13 2.15
O -1.32 0.64 1.82
H -2.70 -0.53 0.32
H -3.66 -1.35 1.53
H -2.45 -0.38 3.19
C 2.22 0.40 -1.94
C 1.01 -0.05 -1.08
N 1.24 -0.04 0.38
H 2.66 1.24 -1.40
H 1.94 0.52 -2.98
H 3.01 -0.35 -1.96
H 0.77 -1.06 -1.36
H 0.21 0.68 -1.37
H 0.42 0.40 0.78
H 2.00 0.56 0.69

---

## B
16
Properties=species:S:1:pos:R:3 method="wB97M-V/def2-TZVPD" charge=0 homo_lumo_gap_ev=9.098
N -2.31 0.26 -0.21
C -2.67 0.66 -1.47
O -3.36 0.00 -2.19
H -1.89 0.86 0.48
H -2.85 -0.49 0.18
H -2.25 1.65 -1.73
C 1.44 0.08 -0.73
N 1.95 0.16 0.65
C 1.65 -0.91 1.56
H 2.12 0.46 -1.48
H 1.37 -1.00 -0.90
H 0.52 0.66 -0.78
H 1.78 1.08 1.02
H 2.36 -0.95 2.39
H 1.43 -1.83 1.05
H 0.73 -0.68 2.16

---

## C
16
Properties=species:S:1:pos:R:3 method="wB97M-V/def2-TZVPD" charge=0 homo_lumo_gap_ev=8.717
C 0.23 -1.57 1.01
C -0.53 0.34 -0.43
C -0.69 -1.14 -0.14
N 0.75 0.77 -0.72
N 0.80 2.20 -0.65
O 0.14 -0.70 2.13
H 0.71 0.06 1.95
H -1.44 0.53 -1.71
H 1.50 2.60 -1.27
H 1.11 2.50 0.28
H 1.25 -1.63 0.65
H -0.08 -2.55 1.36
H -0.41 0.64 -1.69
H -1.18 1.00 0.17
H -1.74 -1.33 0.11
H -0.43 -1.72 -1.03

---

Top of the stability list: A, leading by 0.0171 hartree.

---

## A
27
Properties=species:S:1:pos:R:3 method="wB97M-V/def2-TZVPD" charge=0 homo_lumo_gap_ev=10.649
O 7.05 14.43 6.16
H 7.50 14.21 6.97
H 7.52 13.96 5.47
O 4.23 15.69 2.32
H 4.43 15.53 1.40
H 4.77 15.06 2.79
O 2.96 12.83 8.05
H 3.45 13.40 7.46
H 3.13 13.19 8.92
O 7.26 16.92 5.44
H 6.44 17.41 5.50
H 7.04 16.03 5.72
O 0.51 13.70 5.87
H -0.15 14.17 6.39
H 1.22 14.32 5.77
O 1.70 16.74 7.25
H 0.81 16.56 7.56
H 2.22 16.01 7.60
O 2.14 11.88 4.09
H 2.54 11.72 4.94
H 1.29 12.27 4.29
O 6.19 13.71 3.06
H 6.76 13.38 3.75
H 6.75 14.31 2.56
O 4.09 14.45 6.06
H 5.02 14.44 5.83
H 3.66 13.97 5.35

---

## B
27
Properties=species:S:1:pos:R:3 method="wB97M-V/def2-TZVPD" charge=0 homo_lumo_gap_ev=10.208
O -0.13 -0.26 -0.85
H -0.40 0.48 -0.30
H -0.49 -0.05 -1.74
O -0.33 -2.20 2.63
H 0.20 -1.82 1.91
H -0.99 -1.63 2.88
O 0.61 0.80 2.41
H 0.00 0.03 2.61
H 0.33 0.93 1.51
O 2.04 4.18 -0.55
H 2.13 3.25 -0.81
H 2.25 4.66 -1.37
O 2.70 1.08 1.17
H 2.28 0.69 0.33
H 2.47 0.36 1.75
O 4.80 -1.51 -1.08
H 4.30 -0.73 -1.25
H 4.85 -1.86 -2.05
O -3.92 1.97 -0.38
H -4.72 1.55 -0.57
H -3.34 1.19 -0.48
O 0.12 -3.29 -1.17
H 0.53 -2.57 -1.57
H -0.67 -3.31 -1.75
O -5.12 -0.38 -0.41
H -5.33 -1.22 -0.13
H -4.17 -0.33 -0.74

---

## C
27
Properties=species:S:1:pos:R:3 method="wB97M-V/def2-TZVPD" charge=0 homo_lumo_gap_ev=9.697
O 0.27 1.01 -1.84
H 0.95 1.13 -2.52
H -0.34 1.78 -1.86
O -0.70 -0.31 0.24
H -0.34 -0.01 -0.58
H 0.04 -0.46 0.85
O -2.01 0.91 2.34
H -1.56 1.80 2.35
H -1.61 0.52 1.56
O 2.92 1.76 -0.53
H 2.12 1.48 -0.84
H 2.96 2.74 -0.61
O -1.96 -0.78 -3.58
H -1.66 0.03 -3.18
H -1.17 -1.23 -3.83
O 1.25 -0.29 2.14
H 1.39 -0.60 3.00
H 2.01 -0.63 1.64
O -0.47 -3.62 1.25
H -0.42 -2.79 0.86
H 0.30 -4.05 0.89
O 1.81 2.52 2.46
H 1.41 1.64 2.35
H 2.49 2.50 1.82
O -2.73 -2.02 -1.37
H -2.71 -1.57 -2.19
H -2.22 -1.46 -0.83

---

## D
27
Properties=species:S:1:pos:R:3 method="wB97M-V/def2-TZVPD" charge=0 homo_lumo_gap_ev=10.522
O -2.82 -0.64 -3.46
H -2.72 -1.58 -3.47
H -1.86 -0.43 -3.76
O -3.45 0.22 0.67
H -3.10 -0.35 0.14
H -3.64 0.95 0.06
O -2.48 3.22 0.86
H -3.31 3.17 1.40
H -2.60 3.88 0.21
O 0.07 -0.64 2.56
H -0.68 -1.21 2.35
H 0.88 -1.16 2.43
O 3.51 0.11 -0.04
H 3.21 0.29 0.91
H 3.71 1.01 -0.23
O -0.20 -1.46 -1.06
H -0.01 -1.06 -0.23
H 0.64 -1.77 -1.40
O -0.15 0.78 0.29
H -0.88 1.02 0.81
H 0.37 0.39 1.06
O 2.94 -0.60 2.63
H 2.47 -0.12 3.26
H 3.84 -0.81 2.69
O 2.16 -1.49 -2.87
H 1.33 -0.94 -3.28
H 2.78 -0.76 -2.53

---

Top of the stability list: A, leading by 0.0073 hartree.

---

## A
34
Properties=species:S:1:pos:R:3 method="wB97M-V/def2-TZVPD" charge=0 homo_lumo_gap_ev=10.138
C 2.42 2.13 0.95
C 2.39 1.54 -0.47
O 3.70 1.84 -0.98
C 2.03 0.04 -0.72
N 0.73 -0.24 -0.20
C 0.15 -1.53 -0.43
O 0.96 -2.45 -0.71
C -1.35 -1.62 -0.30
N -1.90 -2.96 -0.58
C -1.90 -0.92 0.90
C -3.27 -0.14 0.55
C -2.99 1.06 -0.34
N -3.74 2.17 -0.08
O -2.17 1.04 -1.23
C 3.10 -0.84 0.05
O 4.10 -1.30 -0.39
O 2.68 -1.06 1.34
H 1.62 1.80 1.57
H 2.40 3.27 0.83
H 3.24 1.68 1.56
H 1.79 2.12 -1.08
H 4.12 1.12 -1.57
H 2.12 -0.24 -1.80
H -0.05 0.54 -0.40
H -1.66 -1.02 -1.14
H -1.48 -3.49 0.16
H -1.43 -3.32 -1.43
H -1.13 -0.17 1.20
H -1.96 -1.60 1.69
H -3.80 0.17 1.48
H -3.92 -0.93 0.12
H -3.78 2.84 -0.78
H -4.52 2.08 0.55
H 3.47 -1.61 1.68

---

## B
34
Properties=species:S:1:pos:R:3 method="wB97M-V/def2-TZVPD" charge=0 homo_lumo_gap_ev=9.324
C 3.89 -1.69 -0.41
C 3.63 -0.13 -0.36
O 3.25 0.11 -1.77
C 2.73 0.47 0.75
N 1.58 -0.38 0.88
C 0.64 -0.48 -0.01
O 1.07 -0.68 -1.21
C -0.87 -0.75 0.53
N -0.99 -0.57 1.94
C -1.80 0.07 -0.41
C -3.34 -0.23 0.01
C -4.58 0.67 -0.48
N -5.90 0.10 -0.81
O -4.69 1.86 -0.26
C 2.63 1.97 0.36
O 3.69 2.70 -0.02
O 1.44 2.37 0.10
H 3.87 -1.96 0.81
H 2.94 -2.14 -1.03
H 4.93 -1.85 -0.98
H 4.65 0.31 -0.24
H 2.28 -0.12 -2.05
H 3.33 0.26 1.48
H 1.15 -0.16 1.74
H -0.90 -1.77 0.20
H -1.90 -1.01 2.15
H -1.33 0.36 2.25
H -1.47 -0.13 -1.39
H -1.79 1.21 -0.41
H -3.59 -1.30 -0.10
H -3.23 -0.15 1.22
H -6.03 -0.91 -0.64
H -6.70 0.68 -1.31
H 1.40 3.28 -0.50

---

Top of the stability list: A, leading by 0.1834 hartree.

---

## A
15
Properties=species:S:1:pos:R:3 method="wB97M-V/def2-TZVPD" charge=0 homo_lumo_gap_ev="9.134 / 8.039"
C -0.52 1.21 0.13
C -0.83 2.43 -0.27
C 1.85 -0.39 0.43
C 0.97 -1.49 0.09
N -0.33 -1.24 -0.53
O -1.72 -0.76 1.52
O -2.50 -0.09 -0.68
S -1.41 -0.27 0.22
H -1.92 2.81 -0.40
H -0.07 3.10 -0.33
H 2.62 -0.18 -0.21
H 1.67 0.12 1.33
H 1.57 -2.11 -0.66
H 0.93 -2.14 0.93
H -0.33 -1.01 -1.58

---

## B
15
Properties=species:S:1:pos:R:3 method="wB97M-V/def2-TZVPD" charge=0 homo_lumo_gap_ev=9.873
C 0.13 -1.15 1.13
N -0.16 0.19 0.57
C -0.11 1.24 1.61
C 0.01 0.58 -0.68
O 0.17 1.75 -1.02
C -0.05 -0.47 -1.80
O -0.05 -1.62 -1.52
S 0.03 0.27 -3.38
H 1.11 -1.57 0.93
H -0.70 -1.76 0.74
H 0.04 -1.17 2.16
H -0.71 2.17 1.29
H -0.48 0.82 2.52
H 0.94 1.60 1.65
H -0.17 -0.87 -4.20

---

## C
15
Properties=species:S:1:pos:R:3 method="wB97M-V/def2-TZVPD" charge=0 homo_lumo_gap_ev=9.795
O 1.72 0.00 -3.54
C 1.44 0.25 -2.35
N 0.65 -0.74 -1.69
C 0.03 -0.92 -0.40
O -0.42 -2.02 -0.10
C -0.15 0.29 0.54
C -1.02 -0.13 1.79
S -1.17 1.18 3.03
H 1.77 1.10 -1.79
H 0.44 -1.59 -2.23
H -0.59 1.15 -0.07
H 0.89 0.69 1.04
H -0.67 -1.06 2.20
H -2.01 -0.46 1.31
H -0.91 2.26 2.27

---

## D
15
Properties=species:S:1:pos:R:3 method="wB97M-V/def2-TZVPD" charge=0 homo_lumo_gap_ev=8.936
N -2.14 -0.69 -0.78
C -0.91 -0.55 0.19
C -0.32 0.86 0.57
O -1.02 1.95 0.07
C 0.29 -0.21 -0.25
O 1.26 -1.10 0.17
C 2.62 -0.71 0.15
S 3.34 0.67 -0.38
H -2.82 -0.74 -0.08
H -2.31 0.17 -1.35
H -0.78 -1.45 0.86
H -0.26 0.83 1.77
H -0.32 2.61 -0.31
H 0.34 0.05 -1.37
H 3.04 -1.70 0.72

---

Top of the stability list: C, leading by 0.0067 hartree.